Computed, not measured: a molecular structure, C17H39BeN5O7 at a distorted geometry, with wB97M-V/def2-TZVPD.

Output
DFT total energy, Ha: -1485.88314
Gap between HOMO and LUMO, eV: 3.37
LUMO, eV: -3.58
Energy relative to the best compared isomer or geometry (same formula, charge and spin), kcal per mole: 235.4

Structure (ORCA input):
```
! wB97M-V def2-TZVPD RIJCOSX def2/J DEFGRID3
* xyz 0 1
O -2.303 -3.599 0.454
O 3.030 -3.463 3.856
O -4.091 1.944 -1.639
O 3.037 3.047 3.922
O 0.440 5.379 -1.724
O 3.863 -1.721 -3.007
O -0.082 3.081 4.813
N -0.602 7.360 -1.874
N 4.659 -3.126 -4.622
N -2.712 -5.281 -0.963
N -6.159 2.890 -1.922
N 3.653 -4.088 5.990
C -1.208 7.120 -3.191
C 4.555 -4.835 6.864
C 4.942 -4.317 -3.832
C -4.966 2.825 -1.351
C -2.880 -4.667 0.188
C -3.271 -6.514 -1.194
C -0.892 8.767 -1.297
C 5.143 -3.201 -5.974
C -6.731 1.992 -2.917
C 3.766 -4.045 4.630
C -7.019 3.987 -1.682
C 1.062 3.274 5.707
C 0.144 6.481 -1.254
C 2.538 3.636 5.140
C 2.473 -3.523 6.628
C -1.714 -4.784 -1.907
C 4.264 -1.975 -4.132
Be 0.667 0.513 1.262
H -3.695 -5.097 0.791
H -6.818 2.491 -3.882
H -1.447 -3.763 -1.633
H 4.692 -4.245 -2.774
H 2.549 4.723 5.057
H -2.548 -7.284 -1.464
H 4.580 -4.592 4.131
H -3.798 -6.449 -2.146
H 5.021 -4.269 7.670
H 4.766 -2.482 -6.701
H -0.448 6.498 -3.664
H -0.387 8.898 -0.340
H 3.976 -5.641 7.313
H -7.694 1.540 -2.677
H 0.432 6.876 -0.268
H 4.346 -5.088 -4.321
H -1.325 8.009 -3.812
H 2.050 -4.112 7.442
H -2.166 6.609 -3.096
H -8.012 3.682 -1.353
H -4.717 3.550 -0.560
H -0.576 9.475 -2.063
H 2.682 -2.517 6.993
H -6.040 1.196 -3.192
H 5.963 -4.650 -3.650
H 4.151 -1.293 -4.989
H -0.783 -5.338 -2.026
H -6.603 4.879 -1.212
H 3.345 3.485 5.857
H -3.989 -6.833 -0.438
H 5.329 -5.330 6.277
H -1.935 8.958 -1.043
H 1.159 2.311 6.208
H 1.728 -3.459 5.836
H -2.233 -4.713 -2.862
H -7.242 4.259 -2.714
H 0.886 3.859 6.610
H 4.970 -4.198 -6.379
H 6.226 -3.103 -5.900
*
```